1.
Here is C18H20BrN3O9RuS2 as an isolated structure at a distorted geometry from OMol25. Energies are from wB97M-V/def2-TZVPD.

Element x y z (Å)
Ru  0.0668  0.0147  -0.1248
O  -1.8379  2.2823  -2.9702
C  -1.2639  1.8594  -1.8670
O  -0.1043  1.4834  -1.7952
C  -2.1233  1.8892  -0.6600
C  -3.3916  2.4377  -0.6227
C  -4.0811  2.3979  0.5768
C  -3.4667  1.8308  1.6829
C  -2.1839  1.3144  1.5642
N  -1.5227  1.3332  0.3981
C  -1.4077  0.6757  2.6974
O  -1.8944  0.7271  3.9304
O  -0.3527  0.1449  2.4645
H  -1.2130  2.2120  -3.7139
H  -3.8202  2.8720  -1.5137
H  -5.0791  2.8048  0.6526
H  -4.0056  1.7878  2.6192
H  -2.7157  1.2313  3.9991
Br  -0.9495  -4.7645  1.2470
C  -2.3138  -4.2265  0.0502
C  -3.3245  -5.1536  -0.1602
C  -4.3646  -4.8698  -1.0303
C  -4.4052  -3.6536  -1.7037
C  -3.4022  -2.7323  -1.4858
C  -2.3465  -2.9997  -0.6068
C  -1.3503  -1.9500  -0.4221
O  -0.3226  -2.0431  0.3030
O  -1.4822  -0.8010  -1.0001
H  -3.2891  -6.1010  0.3581
H  -5.1417  -5.6062  -1.1828
H  -5.2076  -3.4328  -2.3920
H  -3.4157  -1.7830  -2.0040
C  2.5742  -2.7907  0.7237
S  2.8426  -1.2253  0.0088
O  2.2016  -0.1800  1.1880
O  4.2192  -0.9148  -0.1323
O  1.9000  -0.9641  -1.0585
H  3.1872  -2.8559  1.6195
H  2.8992  -3.5117  -0.0268
H  1.5096  -2.8916  0.9224
C  5.6548  3.5025  0.4624
N  5.0508  2.2813  1.0150
C  3.8257  1.8416  0.8000
S  3.2410  0.7719  2.0632
N  3.0624  2.1720  -0.2185
C  3.5312  2.5592  -1.5569
H  6.2173  3.9825  1.2589
H  4.8706  4.1770  0.1309
H  6.3247  3.2637  -0.3608
H  5.6025  1.7675  1.6890
H  2.0761  1.9286  -0.1416
H  4.5811  2.3040  -1.6602
H  3.3803  3.6209  -1.7354
H  2.9603  1.9794  -2.2791

2S+1 = 1
ΔE to the lowest compared entry with this formula, charge and spin = 1.915 eV
M = 667.48 Da
Charge = +2

And the Mulliken charges, in e, turn out to be: atom 1 (Ru): 0.6392, atom 2 (O): -0.4395, atom 3 (C): 0.1349, atom 4 (O): -0.3833, atom 5 (C): 0.8050, atom 6 (C): -0.6852, atom 7 (C): -0.8439, atom 8 (C): -0.8668, atom 9 (C): 1.1169, atom 10 (N): 0.0722, atom 11 (C): 0.3704, atom 12 (O): -0.4625, atom 13 (O): -0.3808, atom 14 (H): 0.4104, atom 15 (H): 0.5952, atom 16 (H): 0.4810, atom 17 (H): 0.3016, atom 18 (H): 0.2925, atom 19 (Br): -0.1356, atom 20 (C): 0.1246, atom 21 (C): -0.5788, atom 22 (C): -0.5082, atom 23 (C): -0.7934, atom 24 (C): -0.4481, atom 25 (C): 0.0758, atom 26 (C): 1.4830, atom 27 (O): -0.6291, atom 28 (O): -0.7297, atom 29 (H): 0.4398, atom 30 (H): 0.4103, atom 31 (H): 0.4223, atom 32 (H): 0.4139, atom 33 (C): -0.6628, atom 34 (S): 1.2068, atom 35 (O): -0.0299, atom 36 (O): -0.5682, atom 37 (O): -0.5666, atom 38 (H): 0.3911, atom 39 (H): 0.4322, atom 40 (H): 0.0918, atom 41 (C): -0.9915, atom 42 (N): -0.2661, atom 43 (C): 0.9263, atom 44 (S): -0.0800, atom 45 (N): 0.0868, atom 46 (C): -1.1305, atom 47 (H): 0.3502, atom 48 (H): 0.3648, atom 49 (H): 0.3679, atom 50 (H): 0.2790, atom 51 (H): -0.0437, atom 52 (H): 0.4312, atom 53 (H): 0.4069, atom 54 (H): 0.3000


2.
Here is a 2-piece molecular cluster, C4H8F3P overall at a distorted geometry from OMol25. Energies are from wB97M-V/def2-TZVPD.

Element x y z (Å)
C  -0.1451  2.5422  -0.5990
C  0.8168  0.4329  0.9366
C  -0.4909  -0.4924  -2.4510
C  0.7982  -1.1889  -2.6349
F  0.5965  -2.4783  -2.2543
F  1.2339  -1.2776  -3.9019
F  1.8809  -0.7363  -2.0334
P  -0.6319  0.8716  -0.0603
H  0.8302  2.5266  -1.0216
H  -0.4248  3.2561  0.2796
H  -0.8227  2.9888  -1.4293
H  1.6554  0.1510  0.3025
H  0.6769  -0.3549  1.6807
H  1.0329  1.2830  1.6223
H  -1.3738  -1.1658  -2.3141
H  -0.7259  0.3164  -3.1506

2S+1 = 1
ΔE to the lowest compared entry with this formula, charge and spin = 0.891 eV
M = 144.08 Da

And the Mulliken charges, in e, turn out to be: atom 1 (C): -0.9489, atom 2 (C): -0.9078, atom 3 (C): -1.1940, atom 4 (C): 1.0766, atom 5 (F): -0.2966, atom 6 (F): -0.3007, atom 7 (F): -0.2604, atom 8 (P): 0.2543, atom 9 (H): 0.3221, atom 10 (H): 0.3209, atom 11 (H): 0.3138, atom 12 (H): 0.2607, atom 13 (H): 0.3433, atom 14 (H): 0.3357, atom 15 (H): 0.3215, atom 16 (H): 0.3593


3.
Here is a 13-piece molecular cluster, C21H46Cl24O5PS overall at a distorted geometry from OMol25. Energies are from wB97M-V/def2-TZVPD.

Element x y z (Å)
C  4.3325  -1.6157  2.8339
C  2.9329  -1.1446  2.4128
O  3.0581  0.1476  1.7880
P  1.9881  0.4687  0.6454
O  1.5534  1.8463  0.8139
C  0.5104  -0.6005  0.6712
C  -0.7417  0.1873  0.3111
S  -2.1146  -0.9109  0.7875
C  -2.4335  -1.8784  -0.7566
C  -2.1085  -3.3561  -0.4102
C  -3.5586  0.0478  1.3187
O  -4.0625  0.9177  0.3827
O  -4.9472  1.7205  1.2513
O  2.6229  0.3694  -0.8395
C  3.9090  -0.2574  -0.8760
C  5.0463  0.6901  -0.4630
H  5.0010  -1.3287  2.0454
H  4.2757  -2.6865  2.8684
H  4.5881  -1.1921  3.7798
H  2.3412  -0.9977  3.2984
H  2.5371  -1.9124  1.7744
H  0.3770  -0.9704  1.6765
H  0.6672  -1.4846  0.0366
H  -0.7934  1.1382  0.8066
H  -0.7535  0.3646  -0.7479
H  -1.6888  -1.5560  -1.4571
H  -3.4354  -1.7442  -1.1044
H  -1.4313  -3.7953  -1.1156
H  -1.6843  -3.4380  0.5703
H  -3.0261  -3.9375  -0.4291
H  -3.2228  0.6438  2.1594
H  -4.2898  -0.6653  1.7182
H  -5.2788  2.4429  0.7437
H  3.9391  -1.1821  -0.3205
H  4.0887  -0.5074  -1.9062
H  5.9136  0.5655  -1.0683
H  5.2843  0.4476  0.5539
H  4.6364  1.6786  -0.5390
C  -0.9762  4.3243  2.6766
Cl  -1.0538  6.0729  2.4458
Cl  -2.4444  3.5169  2.0778
H  -0.1202  3.9225  2.1430
H  -0.8768  4.1324  3.7365
C  2.4468  -4.2724  -0.5065
Cl  1.5325  -3.2031  -1.5804
Cl  1.6918  -4.3892  1.0899
H  2.4819  -5.2595  -0.9471
H  3.4496  -3.8807  -0.3941
C  -5.3677  -5.7485  -1.6639
Cl  -4.3259  -6.7076  -0.5978
Cl  -5.7335  -4.1673  -0.9570
H  -4.8605  -5.6025  -2.6075
H  -6.2951  -6.2770  -1.8209
C  -7.3345  -0.7156  2.8260
Cl  -6.7824  -1.8635  1.5905
Cl  -7.6087  -1.5184  4.3749
H  -6.5785  0.0495  2.9571
H  -8.2633  -0.2638  2.4857
C  1.9131  1.2598  -4.1876
Cl  2.6760  1.7759  -5.6954
Cl  1.5524  -0.4643  -4.1990
H  2.5826  1.4685  -3.3640
H  0.9904  1.7974  -4.0622
C  7.4309  3.1183  1.1729
Cl  8.0660  1.9554  0.0033
Cl  7.2207  2.3820  2.7686
H  8.1219  3.9402  1.2561
H  6.4706  3.4745  0.8239
C  -7.6675  -7.6936  0.4051
Cl  -8.6545  -6.5338  -0.4999
Cl  -8.4311  -8.1440  1.9306
H  -7.5372  -8.5841  -0.1968
H  -6.7080  -7.2446  0.6166
C  9.3438  6.1753  -0.8072
Cl  8.0988  5.0715  -1.4264
Cl  9.2737  6.3373  0.9532
H  10.3172  5.7908  -1.0830
H  9.1935  7.1585  -1.2448
C  10.8912  9.8143  0.2004
Cl  12.3864  8.9484  -0.1630
Cl  9.6048  9.3904  -0.9380
H  10.5695  9.5520  1.1995
H  11.0766  10.8777  0.1345
C  -10.2347  1.7366  0.9554
Cl  -10.9188  1.0758  2.4427
Cl  -8.6071  1.1018  0.6600
H  -10.8703  1.4632  0.1244
H  -10.1782  2.8130  1.0433
C  -0.9260  6.1798  -2.0521
Cl  -2.2637  5.3236  -2.8367
Cl  -0.0593  5.1365  -0.9148
H  -0.2344  6.5216  -2.8116
H  -1.3281  7.0246  -1.5093
C  -3.9490  -9.0184  -3.7604
Cl  -3.4377  -8.4195  -5.3401
Cl  -5.5901  -8.4887  -3.3649
H  -3.9262  -10.0995  -3.7705
H  -3.2715  -8.6385  -3.0063

2S+1 = 1
ΔE to the lowest compared entry with this formula, charge and spin = 1.397 eV
M = 1292.51 Da
Charge = +1

And the Mulliken charges, in e, turn out to be: atom 1 (C): -1.3025, atom 2 (C): 0.1045, atom 3 (O): -0.3070, atom 4 (P): 0.5686, atom 5 (O): -0.7677, atom 6 (C): -0.1860, atom 7 (C): -0.8296, atom 8 (S): 0.1857, atom 9 (C): -0.4972, atom 10 (C): -0.5279, atom 11 (C): -0.2198, atom 12 (O): -0.2060, atom 13 (O): -0.3501, atom 14 (O): 0.0907, atom 15 (C): -0.1703, atom 16 (C): -1.1323, atom 17 (H): 0.2395, atom 18 (H): 0.3744, atom 19 (H): 0.3591, atom 20 (H): 0.4212, atom 21 (H): -0.0711, atom 22 (H): 0.7272, atom 23 (H): -0.3205, atom 24 (H): 0.3309, atom 25 (H): 0.5162, atom 26 (H): 0.3283, atom 27 (H): 0.6264, atom 28 (H): 0.3478, atom 29 (H): 0.3314, atom 30 (H): -0.2140, atom 31 (H): 0.4676, atom 32 (H): 0.0903, atom 33 (H): 0.3129, atom 34 (H): -0.1400, atom 35 (H): 0.5227, atom 36 (H): 0.5222, atom 37 (H): 0.3159, atom 38 (H): 0.3107, atom 39 (C): -0.1590, atom 40 (Cl): -0.1421, atom 41 (Cl): -0.0740, atom 42 (H): 0.0382, atom 43 (H): 0.3683, atom 44 (C): -0.3600, atom 45 (Cl): -0.0666, atom 46 (Cl): -0.1557, atom 47 (H): 0.4017, atom 48 (H): 0.2642, atom 49 (C): -0.4499, atom 50 (Cl): -0.1629, atom 51 (Cl): -0.0774, atom 52 (H): 0.4679, atom 53 (H): 0.1786, atom 54 (C): 0.2061, atom 55 (Cl): -0.0720, atom 56 (Cl): -0.1733, atom 57 (H): 0.1933, atom 58 (H): -0.1423, atom 59 (C): 0.0425, atom 60 (Cl): -0.1654, atom 61 (Cl): -0.1573, atom 62 (H): -0.0169, atom 63 (H): 0.2781, atom 64 (C): 0.1533, atom 65 (Cl): -0.1553, atom 66 (Cl): -0.1933, atom 67 (H): -0.0950, atom 68 (H): 0.2887, atom 69 (C): -0.0035, atom 70 (Cl): -0.1658, atom 71 (Cl): -0.1590, atom 72 (H): 0.2650, atom 73 (H): 0.0812, atom 74 (C): -0.0122, atom 75 (Cl): -0.1535, atom 76 (Cl): -0.1804, atom 77 (H): 0.3117, atom 78 (H): 0.0289, atom 79 (C): -0.2806, atom 80 (Cl): -0.1403, atom 81 (Cl): -0.1597, atom 82 (H): 0.2613, atom 83 (H): 0.3309, atom 84 (C): -0.2961, atom 85 (Cl): -0.1510, atom 86 (Cl): -0.0963, atom 87 (H): 0.2880, atom 88 (H): 0.2760, atom 89 (C): -0.3439, atom 90 (Cl): -0.1640, atom 91 (Cl): -0.0504, atom 92 (H): 0.2939, atom 93 (H): 0.2760, atom 94 (C): -0.2444, atom 95 (Cl): -0.1486, atom 96 (Cl): -0.1144, atom 97 (H): 0.3376, atom 98 (H): 0.1988


4.
Here is C18H24IN4OSTl as an isolated structure at a distorted geometry from OMol25. Energies are from wB97M-V/def2-TZVPD.

Element x y z (Å)
C  -0.3684  2.4475  -6.4309
I  -0.7316  1.4433  -4.5409
H  0.7279  2.5260  -6.5602
H  -0.8392  3.4430  -6.4039
H  -0.8346  1.8345  -7.2275
C  -0.6532  -3.7421  -0.5263
C  0.4113  -3.6733  -1.3464
N  0.6845  -2.3331  -1.5508
C  -0.2579  -1.5418  -0.9365
N  -1.0360  -2.4443  -0.2398
H  -1.1621  -4.5891  -0.1234
H  0.9984  -4.4545  -1.7803
C  0.3864  4.3510  1.3629
C  0.1827  2.5201  0.0297
N  -0.2111  3.1083  1.2144
H  1.8205  5.3816  0.0504
N  1.0838  3.4199  -0.5014
H  0.1859  4.9802  2.2137
Tl  0.0196  0.5272  -0.7096
C  -1.8161  1.1419  -1.9956
O  -2.9723  1.1734  -1.9528
C  1.1873  4.5470  0.3047
C  1.8769  3.2348  -1.6982
H  2.9435  3.1079  -1.4468
H  1.7627  4.1043  -2.3621
H  1.5395  2.3459  -2.2458
C  -1.0436  2.5322  2.2500
H  -1.6577  3.3336  2.6847
H  -0.4218  2.0812  3.0391
H  -1.6964  1.7556  1.8356
C  -2.0811  -2.1522  0.7184
H  -3.0025  -2.6721  0.4208
H  -2.2679  -1.0733  0.7591
H  -1.7805  -2.4937  1.7192
C  1.8536  -1.8730  -2.2749
H  1.7956  -0.7919  -2.4460
H  1.9137  -2.3817  -3.2468
H  2.7767  -2.0688  -1.7057
S  1.1715  -0.0244  1.6987
C  0.5949  -1.2493  2.7238
C  -0.3891  -0.9669  3.7068
C  -0.9974  -2.0149  4.4018
C  -0.5895  -3.3389  4.1788
C  0.4966  -3.6051  3.3279
C  1.1061  -2.5631  2.6290
H  -0.6697  0.0571  3.9284
H  -1.7854  -1.8134  5.1282
H  -1.0828  -4.1546  4.6996
H  0.8576  -4.6232  3.2179
H  1.9709  -2.7587  2.0090

2S+1 = 1
M = 675.77 Da
Energy = -50684.001 eV
Charge = -2

And the Mulliken charges, in e, turn out to be: atom 1 (C): 0.5130, atom 2 (I): -1.0161, atom 3 (H): 0.0161, atom 4 (H): 0.0497, atom 5 (H): -0.0195, atom 6 (C): -0.6056, atom 7 (C): -0.5864, atom 8 (N): 0.4848, atom 9 (C): -1.0345, atom 10 (N): 0.6237, atom 11 (H): 0.4461, atom 12 (H): 0.4872, atom 13 (C): -0.5004, atom 14 (C): -1.1264, atom 15 (N): 0.5132, atom 16 (H): 0.4553, atom 17 (N): 0.4770, atom 18 (H): 0.4031, atom 19 (Tl): 0.9363, atom 20 (C): -0.4936, atom 21 (O): -0.3584, atom 22 (C): -0.5821, atom 23 (C): -0.6858, atom 24 (H): 0.3555, atom 25 (H): 0.2621, atom 26 (H): 0.0060, atom 27 (C): -0.9459, atom 28 (H): 0.3965, atom 29 (H): 0.2974, atom 30 (H): 0.2121, atom 31 (C): -0.8305, atom 32 (H): 0.4154, atom 33 (H): 0.1153, atom 34 (H): 0.1888, atom 35 (C): -0.7761, atom 36 (H): 0.0462, atom 37 (H): 0.3370, atom 38 (H): 0.3218, atom 39 (S): -0.4128, atom 40 (C): 0.6246, atom 41 (C): -0.3948, atom 42 (C): -0.4694, atom 43 (C): -0.5498, atom 44 (C): -0.4167, atom 45 (C): -0.6308, atom 46 (H): 0.1306, atom 47 (H): 0.3190, atom 48 (H): 0.3260, atom 49 (H): 0.3399, atom 50 (H): 0.3358


Copy entry 2 word for word.
Here is a 2-piece molecular cluster, C4H8F3P overall at a distorted geometry from OMol25. Energies are from wB97M-V/def2-TZVPD.

Element x y z (Å)
C  -0.1451  2.5422  -0.5990
C  0.8168  0.4329  0.9366
C  -0.4909  -0.4924  -2.4510
C  0.7982  -1.1889  -2.6349
F  0.5965  -2.4783  -2.2543
F  1.2339  -1.2776  -3.9019
F  1.8809  -0.7363  -2.0334
P  -0.6319  0.8716  -0.0603
H  0.8302  2.5266  -1.0216
H  -0.4248  3.2561  0.2796
H  -0.8227  2.9888  -1.4293
H  1.6554  0.1510  0.3025
H  0.6769  -0.3549  1.6807
H  1.0329  1.2830  1.6223
H  -1.3738  -1.1658  -2.3141
H  -0.7259  0.3164  -3.1506

2S+1 = 1
ΔE to the lowest compared entry with this formula, charge and spin = 0.891 eV
M = 144.08 Da

And the Mulliken charges, in e, turn out to be: atom 1 (C): -0.9489, atom 2 (C): -0.9078, atom 3 (C): -1.1940, atom 4 (C): 1.0766, atom 5 (F): -0.2966, atom 6 (F): -0.3007, atom 7 (F): -0.2604, atom 8 (P): 0.2543, atom 9 (H): 0.3221, atom 10 (H): 0.3209, atom 11 (H): 0.3138, atom 12 (H): 0.2607, atom 13 (H): 0.3433, atom 14 (H): 0.3357, atom 15 (H): 0.3215, atom 16 (H): 0.3593